No. 1
The following is a quantum chemistry calculation of C30H21AuClN2O as an isolated structure, from OMol25.

Results
Spin multiplicity: 1
Gap between HOMO and LUMO (eV): 4.759
LUMO (Ha): -0.1949
Net charge: +1

Cartesian coordinates (Å):
Au (0.284, 0.251, 0.138)
Cl (-3.117, -5.216, 3.644)
C (-2.425, -3.731, 3.062)
C (-3.010, -2.506, 3.405)
C (-2.485, -1.340, 2.924)
C (-1.353, -1.291, 2.067)
O (-1.031, -0.085, 1.665)
C (-0.738, -2.555, 1.754)
C (0.400, -2.823, 0.890)
N (1.089, -1.932, 0.290)
C (2.064, -2.151, -0.686)
C (2.785, -3.304, -0.843)
C (3.734, -3.452, -1.875)
C (3.961, -2.436, -2.751)
C (3.265, -1.211, -2.612)
C (3.500, -0.131, -3.494)
C (2.843, 1.046, -3.320)
C (1.940, 1.159, -2.249)
N (1.679, 0.175, -1.417)
C (2.326, -1.043, -1.574)
C (-1.318, -3.742, 2.273)
H (-3.879, -2.492, 4.051)
H (-2.931, -0.388, 3.184)
H (0.603, -3.891, 0.723)
H (2.632, -4.121, -0.149)
H (4.281, -4.381, -1.966)
H (4.683, -2.541, -3.552)
H (4.216, -0.255, -4.298)
H (3.015, 1.896, -3.966)
H (1.425, 2.091, -2.057)
H (-0.854, -4.692, 2.029)
C (-5.614, -4.396, -0.988)
C (-4.385, -4.840, -0.524)
C (-3.267, -4.029, -0.643)
C (-3.384, -2.772, -1.226)
C (-4.621, -2.323, -1.685)
C (-5.732, -3.136, -1.566)
C (-2.167, -1.943, -1.338)
C (-2.045, -0.744, -1.779)
C (-1.911, 0.520, -2.258)
C (-2.001, 1.638, -1.383)
C (-1.805, 2.905, -1.895)
C (-1.522, 3.061, -3.246)
C (-1.413, 1.970, -4.125)
C (-1.600, 0.705, -3.639)
H (-6.486, -5.030, -0.897)
H (-4.297, -5.815, -0.065)
H (-2.307, -4.364, -0.271)
H (-4.716, -1.336, -2.126)
H (-6.694, -2.788, -1.919)
H (-1.238, -2.353, -0.934)
H (-2.251, 1.484, -0.341)
H (-1.875, 3.767, -1.247)
H (-1.382, 4.061, -3.638)
H (-1.189, 2.131, -5.170)
H (-1.523, -0.165, -4.279)


No. 2
The following is a quantum chemistry calculation of C30H21BBr3F8InN3OP as an isolated structure at a distorted geometry, from OMol25.

Results
Spin multiplicity: 1
Gap between HOMO and LUMO (eV): 6.123
LUMO (Ha): -0.0366

Cartesian coordinates (Å):
In (0.580, -1.088, -0.155)
Br (2.154, 1.477, 0.890)
C (3.312, 0.687, 2.262)
Br (3.075, -1.198, 2.447)
H (3.051, 1.178, 3.191)
H (4.327, 0.900, 1.954)
C (6.323, -2.124, -0.893)
C (5.750, -3.340, -0.562)
C (4.368, -3.487, -0.513)
C (3.564, -2.396, -0.799)
C (4.130, -1.169, -1.139)
C (5.506, -1.039, -1.185)
N (2.127, -2.456, -0.737)
N (1.664, -3.779, -0.550)
C (0.359, -3.905, -0.393)
C (-0.186, -5.234, -0.301)
C (-1.507, -5.419, -0.080)
C (-2.387, -4.318, 0.087)
C (-1.852, -3.077, 0.019)
N (-0.539, -2.855, -0.234)
H (7.399, -2.018, -0.929)
H (6.382, -4.190, -0.339)
H (3.899, -4.420, -0.245)
H (3.489, -0.335, -1.389)
H (5.944, -0.086, -1.455)
H (0.503, -6.055, -0.431)
H (-1.910, -6.423, -0.030)
H (-3.438, -4.463, 0.286)
H (-2.451, -2.186, 0.172)
F (-5.767, 1.898, -3.893)
C (-4.740, 1.728, -3.073)
C (-4.505, 2.634, -2.059)
F (-5.300, 3.688, -1.910)
C (-3.424, 2.448, -1.216)
F (-3.213, 3.403, -0.306)
C (-2.564, 1.358, -1.331)
P (-1.116, 1.287, -0.197)
C (-0.150, 2.687, -0.856)
C (-0.299, 4.011, -0.467)
C (0.446, 5.000, -1.095)
C (1.328, 4.673, -2.111)
C (1.475, 3.351, -2.513)
C (0.743, 2.359, -1.887)
C (-1.823, 1.691, 1.412)
C (-1.092, 2.428, 2.340)
C (-1.638, 2.705, 3.584)
C (-2.909, 2.251, 3.902)
C (-3.629, 1.503, 2.984)
C (-3.084, 1.212, 1.747)
C (-2.805, 0.473, -2.392)
Br (-1.677, -0.987, -2.749)
C (-3.881, 0.655, -3.241)
F (-4.113, -0.187, -4.243)
H (-0.998, 4.267, 0.320)
H (0.332, 6.033, -0.793)
H (1.904, 5.453, -2.592)
H (2.165, 3.092, -3.306)
H (0.862, 1.324, -2.196)
H (-0.100, 2.786, 2.098)
H (-1.068, 3.275, 4.305)
H (-3.332, 2.466, 4.874)
H (-4.608, 1.122, 3.241)
H (-3.649, 0.612, 1.043)
F (0.333, -1.426, 4.136)
B (-0.622, -1.677, 3.184)
F (-0.082, -1.004, 1.890)
F (-0.764, -3.002, 2.875)
F (-1.815, -1.043, 3.431)
O (1.543, -1.735, -1.888)


No. 3
The following is a quantum chemistry calculation of a 5-piece molecular cluster, C30H21F10N4O21P2 overall at a distorted geometry, from OMol25.

Results
Spin multiplicity: 1
Gap between HOMO and LUMO (eV): 4.928
LUMO (Ha): -0.2215
Net charge: +1

Cartesian coordinates (Å):
O (2.805, 4.055, 4.127)
P (3.466, 3.462, 2.785)
O (2.560, 4.195, 1.456)
O (5.121, 4.042, 2.781)
C (3.306, 1.561, 2.873)
N (2.018, 0.828, 2.475)
C (2.186, -0.663, 2.613)
N (1.308, -1.722, 2.345)
P (1.992, -3.339, 2.615)
O (0.828, -4.621, 2.592)
O (2.586, -3.329, 4.290)
C (-0.060, -1.361, 1.829)
F (-0.720, -0.386, 2.778)
F (-1.019, -2.481, 1.698)
C (-0.061, -0.588, 0.361)
F (-1.310, -1.053, -0.353)
F (-0.254, 0.905, 0.495)
C (1.186, -1.001, -0.619)
F (2.381, -0.084, -0.495)
F (0.691, -0.771, -2.029)
F (1.561, -2.445, -0.573)
N (3.631, -0.704, 3.095)
N (4.323, 0.484, 3.288)
C (5.746, 0.736, 3.787)
F (6.450, -0.541, 4.166)
F (5.721, 1.644, 4.993)
F (6.617, 1.409, 2.793)
H (1.585, 3.973, 1.657)
H (5.301, 4.605, 1.954)
H (0.310, -4.572, 3.467)
H (1.963, -2.721, 4.824)
H (4.214, -1.543, 3.307)
C (-3.797, -0.413, -2.248)
C (-3.914, 0.909, -2.383)
C (-5.047, 1.513, -3.138)
O (-5.137, 2.732, -3.229)
C (-6.025, 0.604, -3.756)
C (-5.906, -0.718, -3.623)
C (-4.789, -1.320, -2.846)
O (-4.717, -2.539, -2.726)
O (-6.820, -1.578, -4.204)
O (-2.984, 1.768, -1.826)
H (-2.980, -0.865, -1.700)
H (-6.834, 1.056, -4.316)
H (-6.519, -2.481, -3.963)
H (-3.289, 2.671, -2.062)
C (2.047, -8.154, 2.255)
C (2.951, -7.687, 3.118)
C (3.908, -8.598, 3.805)
O (4.741, -8.137, 4.578)
C (3.809, -10.039, 3.525)
C (2.902, -10.506, 2.665)
C (1.964, -9.592, 1.957)
O (1.153, -10.049, 1.159)
O (2.802, -11.860, 2.399)
O (3.033, -6.337, 3.405)
H (1.347, -7.503, 1.747)
H (4.499, -10.692, 4.044)
H (2.074, -11.944, 1.745)
H (3.765, -6.252, 4.054)
C (-11.740, 2.791, -2.415)
C (-10.933, 1.752, -2.636)
C (-9.561, 1.941, -3.185)
O (-8.835, 0.969, -3.359)
C (-9.130, 3.311, -3.504)
C (-9.939, 4.350, -3.285)
C (-11.300, 4.163, -2.711)
O (-12.014, 5.138, -2.505)
O (-9.541, 5.640, -3.586)
O (-11.341, 0.460, -2.362)
H (-12.739, 2.668, -2.014)
H (-8.137, 3.433, -3.918)
H (-10.300, 6.211, -3.337)
H (-10.580, -0.111, -2.605)
C (5.708, 6.347, -1.365)
C (6.220, 7.311, -2.132)
C (7.504, 7.121, -2.861)
O (7.939, 8.019, -3.573)
C (8.211, 5.842, -2.689)
C (7.701, 4.878, -1.920)
C (6.403, 5.059, -1.213)
O (5.951, 4.148, -0.527)
O (8.361, 3.675, -1.752)
O (5.573, 8.525, -2.278)
H (4.774, 6.471, -0.831)
H (9.152, 5.723, -3.211)
H (7.790, 3.146, -1.153)
H (6.141, 9.052, -2.881)


No. 4
The following is a quantum chemistry calculation of C30H22AsBrLiN2 as an isolated structure, from OMol25.

Results
Spin multiplicity: 1
Gap between HOMO and LUMO (eV): 7.477
LUMO (Ha): -0.1336
Net charge: +1

Cartesian coordinates (Å):
Li (-0.968, 1.202, -0.981)
Br (-1.797, -5.994, 0.125)
C (-2.091, -4.147, -0.136)
C (-2.798, -3.428, 0.814)
C (-2.973, -2.063, 0.649)
C (-2.433, -1.427, -0.464)
C (-1.725, -2.161, -1.411)
C (-1.564, -3.526, -1.257)
N (-2.488, -0.022, -0.636)
C (-3.508, 0.648, -0.290)
C (-3.500, 2.116, -0.416)
C (-4.645, 2.851, -0.161)
C (-4.598, 4.232, -0.305)
C (-3.410, 4.820, -0.693)
C (-2.307, 4.006, -0.923)
N (-2.339, 2.685, -0.790)
H (-3.193, -3.930, 1.687)
H (-3.476, -1.494, 1.420)
H (-1.302, -1.659, -2.271)
H (-1.011, -4.099, -1.988)
H (-4.421, 0.184, 0.087)
H (-5.555, 2.349, 0.139)
H (-5.477, 4.833, -0.116)
H (-3.324, 5.889, -0.819)
H (-1.360, 4.440, -1.223)
C (5.750, 2.383, -0.302)
C (5.317, 1.327, 0.494)
C (4.078, 0.752, 0.270)
C (3.267, 1.233, -0.754)
C (3.700, 2.284, -1.552)
C (4.945, 2.859, -1.324)
As (1.520, 0.471, -1.085)
C (1.784, -1.429, -0.835)
C (2.367, -2.308, -1.735)
C (2.446, -3.656, -1.411)
C (1.936, -4.115, -0.201)
C (1.345, -3.238, 0.694)
C (1.261, -1.886, 0.379)
C (0.649, -0.842, 1.224)
C (0.026, -1.038, 2.450)
C (-0.506, 0.045, 3.137)
C (-0.415, 1.331, 2.620)
C (0.207, 1.539, 1.393)
C (0.729, 0.455, 0.699)
H (6.719, 2.830, -0.124)
H (5.949, 0.952, 1.288)
H (3.747, -0.074, 0.889)
H (3.078, 2.655, -2.358)
H (5.283, 3.677, -1.947)
H (2.766, -1.956, -2.678)
H (2.909, -4.350, -2.099)
H (2.001, -5.167, 0.044)
H (0.946, -3.614, 1.627)
H (-0.052, -2.031, 2.873)
H (-0.986, -0.113, 4.094)
H (-0.808, 2.171, 3.177)
H (0.308, 2.549, 1.010)


| no. | highest occupied orbital energy (eV) |
| --- | --- |
| 1 | -10.06 |
| 2 | -7.12 |
| 3 | -10.96 |
| 4 | -11.11 |